108
Properties=species:S:1:pos:R:3:forces:R:3 method="wB97M-V/def2-TZVPD" e_tot_ha=-3091.4049 total_charge=+1 homo_energy_ha=-0.386 multiplicity=1 lumo_ev=-4.83 gap_ev=5.68
C 5.25098 -0.79971 2.27054 0.040 0.033 -0.507
C 4.40005 0.30343 3.18929 2.802 0.156 0.096
N 3.33863 1.04601 2.41451 -1.372 -1.877 -2.371
C 1.93353 0.60951 2.74686 -1.335 0.136 0.218
C 1.70011 -1.00684 2.85665 0.667 -0.819 2.164
N 0.42581 -1.51719 2.21170 0.981 -2.560 -1.747
C 0.52860 -2.98390 1.85995 0.294 -0.196 -0.562
N 0.53088 -3.41282 0.37739 -0.605 0.495 3.695
N 0.63122 -4.02947 2.76608 0.168 2.079 -3.696
O 0.68260 -3.80008 4.08966 0.831 -0.324 0.983
P -1.03532 -1.12093 3.15050 -2.764 -1.000 2.113
C -1.43925 0.74530 3.15609 0.091 0.824 -1.442
O -2.38387 -1.84895 2.25277 2.487 -0.015 0.002
C 3.61306 1.11131 0.93086 4.962 3.817 -1.540
C 2.72690 0.42647 -0.26632 -0.247 1.409 0.009
O 4.68550 1.85982 0.54975 -6.382 -4.789 2.462
H 5.99397 -0.22773 1.53162 -1.655 -1.279 1.840
H 4.55233 -1.44084 1.56776 1.185 1.268 1.423
H 5.84626 -1.56530 2.93339 -1.113 1.705 -1.174
H 5.21437 1.11870 3.50165 -1.839 -1.864 -0.501
H 4.02452 -0.20574 4.17597 0.259 1.150 -2.071
H 1.11872 1.01759 1.98641 2.131 -0.696 1.449
H 1.63567 1.08590 3.79861 0.798 -1.094 -2.247
H 1.60060 -1.25110 4.02090 0.397 0.434 -2.254
H 2.57508 -1.67151 2.45521 -1.459 1.614 0.601
H -0.37455 -3.07477 -0.01660 1.201 0.023 0.123
H 1.35798 -3.01471 -0.12166 -1.138 0.046 0.615
H 0.67394 -5.04685 2.46232 -0.103 1.719 0.017
H 1.53496 -4.19954 4.43234 -1.072 0.517 -0.493
H -2.60711 0.93619 3.18142 2.506 -0.734 0.069
H -0.92970 1.22009 4.11512 -1.026 -1.149 -2.101
H -1.04544 1.22060 2.16125 -0.770 -0.511 1.956
H -2.24200 -2.83589 2.15366 -0.344 1.648 0.489
H 2.89994 -0.72977 -0.31644 -0.451 2.243 0.231
H 1.58285 0.73207 -0.14575 2.399 -1.054 -0.134
H 3.07019 0.94686 -1.28434 -0.501 -1.324 2.428
F 1.46191 -2.20151 -1.96416 -0.233 0.593 0.634
C 1.87413 -3.04601 -2.91889 0.652 -1.236 -1.579
C 1.94083 -4.40781 -2.64557 -0.027 0.168 0.082
C 2.36508 -5.28803 -3.64096 0.058 0.386 -0.236
C 2.72868 -4.79480 -4.89647 -0.032 -0.030 0.094
C 2.66312 -3.42569 -5.15947 -0.093 -0.244 0.359
C 2.22823 -2.54711 -4.16750 -0.059 0.130 0.162
H 1.66238 -4.77171 -1.66196 -0.015 -0.027 -0.094
H 2.41330 -6.35534 -3.43977 -0.010 0.215 -0.008
H 3.06377 -5.48123 -5.67113 -0.063 0.130 0.146
H 2.95055 -3.04370 -6.13608 -0.088 -0.041 0.207
H 2.16270 -1.48096 -4.35765 0.013 -0.080 0.051
F -3.44833 2.40756 1.42048 0.362 0.227 0.210
C -4.46987 1.80665 0.79600 -1.177 -0.609 -0.726
C -4.48222 0.42083 0.68196 0.134 0.089 0.069
C -5.54820 -0.20561 0.03633 -0.117 0.480 -0.046
C -6.58560 0.56242 -0.49818 0.063 -0.060 0.035
C -6.56159 1.95314 -0.38304 0.264 -0.305 0.149
C -5.50115 2.57839 0.27238 0.101 0.070 0.065
H -3.66359 -0.15873 1.09598 -0.109 0.036 -0.035
H -5.57113 -1.28901 -0.05125 0.037 0.196 0.030
H -7.41461 0.07369 -1.00558 0.164 0.107 0.100
H -7.36807 2.54907 -0.80345 0.177 -0.074 0.079
H -5.47096 3.65770 0.37875 0.015 -0.074 -0.010
F 3.59839 2.14612 -3.29952 0.098 -0.487 -0.053
C 3.24470 3.42758 -3.13402 -0.376 1.423 0.161
C 3.44166 4.03786 -1.90016 0.020 -0.142 0.047
C 3.07828 5.37360 -1.72889 -0.164 -0.090 -0.486
C 2.51130 6.08165 -2.79142 0.024 -0.042 0.049
C 2.31298 5.45877 -4.02455 0.156 -0.120 0.367
C 2.68674 4.12647 -4.19870 0.015 -0.132 -0.015
H 3.87568 3.46966 -1.08393 0.052 0.012 -0.086
H 3.23532 5.86215 -0.77045 -0.009 -0.134 -0.162
H 2.22391 7.12216 -2.65608 0.060 -0.204 -0.040
H 1.86774 6.01067 -4.84885 0.107 -0.135 0.133
H 2.54796 3.62940 -5.15305 0.022 0.019 0.097
F -3.09767 0.34581 5.55856 -0.182 -0.238 -0.274
C -2.65945 1.00722 6.63796 0.421 0.632 1.110
C -2.55242 0.33933 7.85292 0.002 -0.071 -0.071
C -2.09131 1.02627 8.97590 0.003 0.316 -0.357
C -1.75240 2.37773 8.87365 -0.011 -0.048 -0.025
C -1.86808 3.04059 7.65088 -0.030 -0.374 0.158
C -2.31854 2.35054 6.52574 -0.006 -0.084 -0.110
H -2.82818 -0.70830 7.91519 0.009 0.104 -0.045
H -1.99664 0.51115 9.92860 -0.052 0.073 -0.197
H -1.39703 2.91428 9.75081 -0.082 -0.102 -0.184
H -1.60762 4.09352 7.57467 -0.056 -0.208 -0.022
H -2.40600 2.84794 5.56549 -0.067 -0.029 0.072
F 3.36519 -6.28266 -8.91466 -0.172 0.153 -0.067
C 4.31797 -7.05304 -8.37306 0.783 -0.650 0.427
C 4.20916 -8.43676 -8.45749 -0.062 0.010 -0.027
C 5.20358 -9.23920 -7.89820 0.121 0.452 0.104
C 6.29133 -8.64837 -7.25051 -0.048 -0.007 -0.018
C 6.38897 -7.25864 -7.16658 -0.272 -0.278 -0.146
C 5.40018 -6.45647 -7.73567 -0.085 0.055 0.004
H 3.35291 -8.87794 -8.95712 0.083 0.088 0.021
H 5.13176 -10.32190 -7.96564 -0.023 0.212 -0.004
H 7.06444 -9.27470 -6.81053 -0.146 0.130 -0.095
H 7.23439 -6.80114 -6.65840 -0.162 -0.054 -0.126
H 5.46481 -5.37452 -7.68748 -0.031 -0.085 -0.037
F -8.79767 5.41903 -1.82359 -0.055 -0.131 -0.156
C -8.35945 6.08043 -0.74418 0.353 0.557 0.851
C -8.25242 5.41255 0.47078 0.011 -0.055 -0.065
C -7.79131 6.09948 1.59376 0.021 0.329 -0.333
C -7.45240 7.45095 1.49151 -0.005 -0.072 0.001
C -7.56808 8.11381 0.26874 -0.070 -0.408 0.112
C -8.01854 7.42375 -0.85640 -0.022 -0.025 -0.064
H -8.52818 4.36492 0.53304 -0.004 0.098 -0.025
H -7.69664 5.58437 2.54646 -0.052 0.063 -0.185
H -7.09703 7.98749 2.36867 -0.078 -0.100 -0.175
H -7.30762 9.16674 0.19253 -0.052 -0.209 -0.025
H -8.10600 7.92115 -1.81665 -0.027 -0.085 0.081

17
Properties=species:S:1:pos:R:3:forces:R:3 method="wB97M-V/def2-TZVPD" e_tot_ha=-339.2290 homo_energy_ha=-0.315 multiplicity=1 lumo_ev=0.83 relative_energy_kcal_mol=62.1 gap_ev=9.40
H -1.52318 -1.84779 -0.34402 -0.612 0.283 -0.843
N -0.79434 -1.33238 -0.83425 0.903 -1.304 2.223
C -0.43588 -0.24962 -0.27970 2.901 0.628 -2.475
N -1.06088 0.92709 -0.13934 3.122 1.072 1.834
C -2.28112 1.05183 0.65077 -0.360 1.135 -0.118
C 1.29456 0.13105 -0.12821 -1.153 -3.140 -1.000
N 1.68451 -0.53364 1.09154 -0.153 0.049 0.634
N 1.99143 -0.52277 -1.21907 -0.026 0.476 -0.769
H -0.06873 1.41985 0.04493 -4.263 0.644 0.496
H -2.04233 1.58506 1.57375 -0.198 -0.115 -0.009
H -3.01531 1.63832 0.09034 0.035 -0.020 0.159
H -2.76203 0.10411 0.90384 0.473 -0.091 -0.205
H 1.64482 1.17196 -0.08173 -0.667 0.141 -0.114
H 2.69673 -0.64123 1.06572 -0.085 0.120 0.083
H 1.32514 -1.48554 1.06564 -0.099 0.097 -0.006
H 1.82386 0.00052 -2.07606 0.159 -0.016 -0.057
H 1.52273 -1.41682 -1.38414 0.025 0.042 0.167